Here is 5 unconnected molecules or ions with the total composition C2H14O4S in a non-equilibrium geometry from OMol25. Energies are from ωB97M-V/def2-TZVPD.

```
21
Properties=species:S:1:pos:R:3:mulliken_charge:R:1
C 2.56 2.02 1.54 -0.93
C 3.02 2.67 0.26 -0.43
S 2.95 1.37 -1.12 -0.24
H 1.92 2.65 2.06 0.32
H 1.96 1.14 1.35 0.29
H 3.43 1.59 2.15 0.29
H 4.15 2.80 0.40 0.21
H 2.54 3.54 -0.20 0.39
H 1.78 1.74 -1.77 0.11
H -1.53 -1.70 2.10 0.30
H -2.18 -0.46 1.47 0.34
O -2.35 -1.27 2.06 -0.64
H 0.63 -2.56 -1.88 0.29
H -0.25 -1.88 -1.01 0.28
O 0.08 -1.84 -1.88 -0.57
H -1.93 1.20 -1.07 0.34
H -3.09 0.18 -1.29 0.33
O -2.85 0.92 -0.66 -0.68
H -3.50 -3.37 -0.53 0.30
H -4.16 -4.51 -1.04 0.32
O -3.21 -4.23 -0.91 -0.62
```

Results
Calculated total energy (eV): -21324.89493
LUMO energy (eV): 0.132
Spin multiplicity: 1
Structure (SMILES): CCS.O.O.O.O
Frontier orbital gap (eV): 9.2